No. 1
{"formula": "C33H24Br2F3IrN3O5", "method": "ωB97M-V/def2-TZVPD", "elements": ["Ir", "Br", "Br", "F", "F", "F", "O", "O", "O", "O", "O", "N", "N", "N", "C", "C", "C", "C", "C", "C", "C", "C", "C", "C", "C", "C", "C", "C", "C", "C", "C", "C", "C", "C", "C", "C", "C", "C", "C", "C", "C", "C", "C", "C", "C", "C", "C", "H", "H", "H", "H", "H", "H", "H", "H", "H", "H", "H", "H", "H", "H", "H", "H", "H", "H", "H", "H", "H", "H", "H", "H"], "xyz": [[-0.4980, -0.1336, -1.7540], [-0.6784, 3.9434, 4.5922], [-6.6846, -3.8230, 0.3191], [-2.0080, -1.4493, -3.9099], [0.0421, -1.0264, -4.4467], [-1.4396, 0.5487, -4.4518], [-1.2845, 3.6782, -2.3201], [-2.2220, -1.1728, -1.1383], [-1.6805, 1.5909, -1.6462], [-0.6771, -2.5962, -1.7178], [-2.4350, 0.7155, 1.1989], [1.1210, 0.8701, -2.3067], [0.4366, -0.5146, 0.0365], [9.0246, 1.0609, 2.0700], [-0.1743, -1.1037, 1.1175], [1.7272, -0.2870, 0.3699], [0.7381, -1.2450, 2.1747], [2.5020, 2.0894, -3.6436], [-1.3778, 2.8774, -1.4259], [-4.9150, -4.2196, -0.2258], [-4.4877, -5.5380, -0.2564], [-4.0693, -3.1851, -0.5789], [1.9355, -0.7416, 1.7335], [6.1372, -0.4767, 0.8413], [4.8618, -0.6146, 0.3234], [2.6934, 0.3415, -0.4645], [4.5831, 1.7706, 0.3448], [2.3635, 0.8977, -1.7057], [-2.0915, 3.9612, 0.7028], [-2.7669, -3.4840, -0.9637], [-0.0549, 2.6939, 0.7006], [4.0679, 0.5040, 0.0676], [5.8605, 1.9217, 0.8554], [1.2095, 1.6202, -3.4711], [-1.9487, 4.1993, 2.0599], [7.9650, 0.9437, 1.6416], [-1.0266, -0.5429, -3.7724], [-3.9950, -0.8474, 2.2561], [0.1047, 2.9274, 2.0561], [-1.8317, -2.3842, -1.3071], [3.2452, 1.6420, -2.5669], [6.6408, 0.7953, 1.1063], [-3.0839, 0.3558, 2.4098], [-0.8589, 3.6627, 2.7263], [-3.1879, -5.8232, -0.6508], [-1.1573, 3.1913, 0.0259], [-2.3234, -4.8000, -1.0047], [-2.8531, -6.8515, -0.6786], [-3.6452, 1.2121, 2.8013], [-2.2856, 0.1444, 3.1253], [6.7496, -1.3467, 1.0355], [0.5156, -1.6610, 3.1431], [-4.8211, -0.6271, 1.5752], [-1.2209, -1.3482, 1.0786], [-4.4043, -2.1580, -0.5594], [4.4728, -1.6023, 0.1083], [6.2543, 2.9058, 1.0697], [0.9650, 2.5401, 2.5858], [-3.0435, 0.6140, 0.4571], [-5.1660, -6.3317, 0.0249], [-1.3076, -5.0029, -1.3151], [4.2929, 1.8031, -2.3767], [2.8397, 2.7005, -4.4635], [0.6935, 2.1192, 0.1724], [2.8642, -0.6605, 2.2728], [-2.6818, 4.7848, 2.5973], [3.9698, 2.6455, 0.1649], [0.3290, 1.8014, -4.0647], [-3.4492, -1.7054, 1.8566], [-2.9445, 4.3638, 0.1710], [-4.4247, -1.1329, 3.2172]], "forces_ev_per_angstrom": [[-0.3, 0.5, -0.4], [0.0, 0.0, 0.0], [0.0, 0.0, 0.0], [0.0, 0.0, 0.0], [0.0, 0.0, 0.0], [0.0, 0.1, 0.0], [-0.1, 0.1, 0.1], [0.1, 0.1, -0.1], [0.1, -0.3, 0.3], [0.0, -0.1, 0.0], [0.0, -0.1, 0.1], [-0.1, -0.2, 0.0], [0.0, 0.0, 0.0], [0.0, 0.0, 0.0], [0.0, 0.0, 0.0], [0.1, 0.0, -0.1], [0.1, 0.0, 0.0], [0.0, 0.0, 0.0], [0.4, -0.5, -0.2], [0.0, 0.0, 0.0], [0.0, 0.0, 0.0], [0.0, 0.0, 0.0], [-0.1, 0.0, 0.0], [0.0, 0.0, 0.0], [0.0, 0.0, 0.0], [-0.2, 0.0, -0.1], [0.0, 0.0, 0.0], [0.0, 0.0, 0.2], [0.0, 0.0, 0.0], [0.0, 0.0, 0.0], [0.1, 0.0, 0.0], [0.1, 0.0, 0.0], [0.0, 0.0, 0.0], [0.0, 0.1, -0.1], [0.0, -0.1, 0.1], [0.1, 0.0, 0.0], [0.0, 0.0, 0.1], [0.0, 0.0, 0.0], [0.0, 0.0, 0.0], [0.0, 0.0, 0.0], [0.0, 0.0, -0.1], [-0.1, 0.0, 0.0], [-0.1, 0.1, 0.0], [0.0, 0.0, 0.0], [0.0, 0.0, 0.0], [-0.2, 0.2, -0.1], [0.0, 0.0, 0.0], [0.0, 0.0, 0.0], [0.0, 0.0, 0.0], [0.0, 0.0, 0.0], [0.0, 0.0, 0.0], [0.0, 0.0, 0.0], [0.0, 0.0, 0.0], [0.0, 0.0, 0.0], [0.0, 0.0, 0.0], [0.0, 0.0, 0.0], [0.0, 0.0, 0.0], [0.0, 0.0, 0.0], [0.0, 0.0, 0.0], [0.0, 0.0, 0.0], [0.0, 0.0, 0.0], [0.0, 0.0, 0.0], [0.0, 0.0, 0.0], [0.0, 0.0, 0.0], [0.0, 0.0, 0.0], [0.0, 0.0, 0.0], [0.0, 0.0, 0.0], [0.1, 0.0, 0.0], [0.0, 0.0, 0.0], [0.0, 0.0, 0.0], [0.0, 0.0, 0.0]], "total_charge": 0, "multiplicity": 6, "gap_ev": [7.084, 5.585]}

No. 2
{"formula": "C33H24ClN3NiO5S3", "method": "ωB97M-V/def2-TZVPD", "elements": ["Ni", "Cl", "S", "S", "S", "O", "O", "O", "O", "O", "N", "N", "N", "C", "C", "C", "C", "C", "C", "C", "C", "C", "C", "C", "C", "C", "C", "C", "C", "C", "C", "C", "C", "C", "C", "C", "C", "C", "C", "C", "C", "C", "C", "C", "C", "C", "H", "H", "H", "H", "H", "H", "H", "H", "H", "H", "H", "H", "H", "H", "H", "H", "H", "H", "H", "H", "H", "H", "H", "H"], "xyz": [[2.3006, 0.4327, -0.1215], [1.4385, -2.0861, 1.8068], [4.5840, 0.3316, -0.7130], [7.0578, -2.1296, 1.4515], [-2.0843, 8.4463, 0.8594], [7.0407, -2.0838, 2.8901], [-1.0443, -0.0006, 0.4377], [1.8175, -1.5499, -2.7393], [8.2947, -2.5231, 0.8233], [-4.3023, 8.7970, 2.1236], [6.5119, -0.7189, 0.8185], [-0.4396, -1.8531, -2.4279], [0.6917, -0.4961, -1.0037], [5.4071, -0.8905, 0.1403], [4.4027, -5.0112, 0.3072], [-0.7483, 4.8969, -0.5259], [-3.5682, -0.3949, -0.9874], [1.0098, 3.3393, 0.2069], [0.3084, 4.5680, 0.3411], [-1.5084, -4.1718, -1.0510], [5.7418, -3.1380, 0.8391], [-2.7205, -1.1136, -1.8271], [5.5137, -4.4914, 0.9653], [2.1340, -0.3794, 1.7442], [-3.5809, 6.5333, 2.3550], [-1.1409, 6.9671, 0.6429], [-0.5606, -0.5905, -0.5096], [1.5591, 2.2548, 0.0874], [-1.7837, -5.3088, -0.3005], [0.8081, -1.3061, -2.1016], [-0.0770, 6.6731, 1.4930], [-3.1494, -1.3954, -3.1206], [-2.2640, -3.9277, 1.5931], [3.8232, -2.8269, -0.5672], [-5.2352, -0.2617, -2.7280], [3.5743, -4.1901, -0.4522], [0.6338, 5.4955, 1.3447], [-3.4727, 7.9573, 1.8705], [-2.1663, -5.1917, 1.0265], [-4.3957, -0.9776, -3.5696], [-1.3669, -1.6429, -1.3444], [-4.8114, 0.0296, -1.4382], [-1.4590, 6.0751, -0.3796], [-1.6125, -2.9024, -0.4947], [4.9178, -2.3124, 0.1024], [-1.9935, -2.7942, 0.8413], [-2.5371, -3.8198, 2.6357], [-5.4505, 0.5995, -0.7740], [6.1704, -5.1200, 1.5531], [-1.2040, -4.2988, -2.0826], [-4.7057, -1.2055, -4.5830], [-2.0298, -1.8134, 1.2967], [-0.4102, -2.7112, -2.9508], [1.4569, 5.2677, 2.0089], [-2.6149, 6.0495, 2.4770], [3.1883, -2.1785, -1.1606], [-1.0009, 4.1985, -1.3128], [3.0880, -0.4486, 2.2687], [-1.6889, -6.2869, -0.7571], [-3.2295, -0.1457, 0.0088], [0.1831, 7.3710, 2.2802], [-2.2766, 6.3054, -1.0522], [2.7089, -4.6128, -0.9475], [-6.2053, 0.0729, -3.0759], [-2.4920, -1.9325, -3.7923], [-4.1355, 6.5384, 3.2911], [1.4424, 0.2175, 2.3350], [-4.1465, 5.9606, 1.6172], [4.1782, -6.0679, 0.3914], [-2.3746, -6.0764, 1.6162]], "forces_ev_per_angstrom": [[-0.4, -0.4, 0.4], [0.1, 0.1, 0.0], [0.5, 0.3, -0.1], [-0.1, 0.0, 0.0], [-0.1, 0.0, 0.0], [0.0, 0.0, 0.1], [0.0, 0.0, 0.0], [0.0, 0.0, -0.1], [0.1, 0.0, 0.0], [0.0, 0.0, 0.0], [-0.1, 0.1, -0.1], [0.0, 0.1, -0.1], [0.1, 0.0, -0.2], [-0.1, -0.2, 0.0], [0.0, 0.0, 0.0], [-0.1, 0.0, 0.0], [-0.1, 0.0, 0.0], [0.0, 0.2, 0.0], [0.0, -0.1, 0.0], [0.0, -0.1, 0.0], [0.0, 0.0, 0.0], [0.1, 0.0, 0.0], [0.0, 0.0, 0.0], [0.0, 0.1, -0.2], [0.1, 0.0, 0.0], [0.0, -0.1, 0.0], [0.0, 0.1, 0.0], [0.1, 0.0, -0.1], [0.0, 0.0, 0.0], [-0.2, 0.0, 0.1], [0.0, 0.0, 0.0], [0.0, 0.0, 0.0], [0.0, 0.0, 0.0], [0.0, 0.0, 0.0], [0.0, 0.0, 0.0], [0.0, 0.0, 0.0], [0.0, 0.1, 0.0], [0.0, 0.0, 0.0], [0.0, 0.0, 0.0], [0.0, 0.0, 0.0], [-0.1, -0.1, 0.0], [0.0, 0.0, 0.0], [0.1, -0.1, 0.0], [0.0, 0.1, 0.0], [0.0, 0.1, 0.0], [0.0, 0.0, 0.0], [0.0, 0.0, 0.0], [0.0, 0.0, 0.0], [0.0, 0.0, 0.0], [0.0, 0.0, 0.0], [0.0, 0.0, 0.0], [0.0, 0.0, 0.0], [0.1, 0.0, 0.1], [0.0, 0.0, 0.0], [0.0, 0.0, 0.0], [0.0, -0.1, 0.0], [0.0, 0.0, 0.0], [0.0, -0.1, 0.1], [0.0, 0.0, 0.0], [0.0, 0.0, 0.0], [0.0, 0.0, 0.0], [0.0, 0.0, 0.0], [0.0, 0.0, 0.0], [0.0, 0.0, 0.0], [0.0, 0.0, 0.0], [0.0, 0.0, 0.0], [0.0, 0.0, 0.0], [0.0, 0.0, 0.0], [0.0, 0.0, 0.0], [0.0, 0.0, 0.0]], "total_charge": -2, "multiplicity": 3, "gap_ev": [5.860, 6.764]}

| no. | molar mass (g mol⁻¹) |
| --- | --- |
| 1 | 951.590 |
| 2 | 732.918 |